[1]
The following is a quantum chemistry calculation of C22H25N3O4 in the gas phase, from OMol25.

Geometry as ORCA input:
```
! RIJCOSX wB97M-V def2-TZVPD def2/J DEFGRID3
* xyz 0 1
C 0.5104 -4.3141 3.1787
C -0.8814 0.0833 1.3251
H 3.8570 3.6586 -2.1297
H 1.4105 4.3301 -2.6377
H 2.5960 2.0035 0.9509
H 1.3516 -3.7051 3.5004
C 1.7430 1.1139 -1.6757
O -1.7268 1.0113 -2.6865
C -0.4930 -3.4840 2.4352
H -1.1531 -6.1214 1.6764
C 0.9785 3.2041 0.7522
H 0.3716 -2.5109 -1.2074
C 2.0939 2.4455 -1.8994
H -3.6337 1.2294 -3.2275
H -2.8902 -5.7939 1.6688
C 0.4726 0.6476 -1.9619
C 0.3604 0.7412 1.4521
H -1.9833 -5.7647 3.1853
H -3.4879 -3.6848 0.8694
C -2.5748 -3.2630 1.2609
H -0.8331 3.5441 -3.1619
C -1.6668 -4.0597 1.9329
C -1.1802 -1.3203 1.5549
H 2.4803 0.4420 -1.2619
H 1.7812 -1.7212 -1.9649
C -0.4885 1.5405 -2.4865
H 1.3155 -1.3261 -0.2833
C 0.9386 -1.5842 -1.2780
H -2.9245 2.6991 -2.5143
H 0.8877 -5.1196 2.5489
H 2.7047 4.6737 -0.2523
H -1.6635 2.9264 0.3904
N -1.7988 0.9457 0.8798
O 0.0330 -0.6244 -1.7569
N 2.3173 2.9591 0.7855
O -3.3067 -1.2055 0.4085
H -3.0145 -0.2759 0.3299
C -2.3619 -1.9006 1.0656
H 0.0574 -4.7680 4.0596
H 4.1120 2.1418 -1.2524
H 0.6265 -1.6910 2.6334
N -1.1864 2.1066 0.7338
C 1.1582 3.2977 -2.4525
H 1.2844 0.3214 1.7939
C 0.1259 2.0441 1.0529
C -1.9429 -5.5191 2.1245
C 3.1987 3.7171 -0.0740
O 0.4968 4.2849 0.4647
C -2.7400 1.8494 -3.1805
H -2.5038 2.2221 -4.1831
H 4.1511 3.8898 0.4331
C -0.2743 -2.1348 2.2343
C 3.4169 2.9695 -1.4085
C -0.1219 2.8494 -2.7454
*
```

Values from the calculation:
Orbital gap ... 8.39 eV
Relative energy (zero: lowest compared OMol25 entry of this formula, charge and spin) ... 172.77 kJ/mol
SMILES string ... COc1ccc(CCNC(=O)c2cc(-c3cc(C)c(C)cc3O)n[nH]2)cc1OC
HOMO level ... -7.8 eV

---

[2]
The following is a quantum chemistry calculation of a molecular structure, C6H12O, from OMol25.

Geometry as ORCA input:
```
! RIJCOSX wB97M-V def2-TZVPD def2/J DEFGRID3
* xyz 0 1
H -1.3754 2.1220 -0.1980
H 1.6480 0.6058 0.7919
H 1.2000 -0.9562 -1.8217
H -1.6645 -0.5769 1.9704
C 1.0393 0.3899 -0.1031
C -0.4693 1.6736 0.2249
H -2.2893 -0.3162 -0.6832
C 1.7728 -0.6203 -0.9530
H 0.0242 -0.2284 2.4030
O 0.6552 1.6591 -0.6807
H -0.2032 2.1881 1.1596
H -0.9754 0.2095 -1.7483
H -0.9797 -1.4403 -1.1024
C -0.4175 0.1394 0.3147
H 2.7411 -0.2397 -1.2902
C -1.2142 -0.3980 -0.8702
H -0.3755 -1.6755 1.4699
C -0.6295 -0.6169 1.6135
H 1.9615 -1.4952 -0.3160
*
```

Values from the calculation:
Orbital gap ... 10.57 eV
Relative energy (zero: lowest compared OMol25 entry of this formula, charge and spin) ... 111.88 kJ/mol
HOMO level ... -9.6 eV